Version i
Molecular formula: C4H6N2OS
Method: DFT, ωB97M-V with the def2-TZVPD basis set

Each line ends with the Löwdin charge.
CARTESIAN COORDINATES (ANGSTROEM)
C: 0.436 -0.991 0.940  -0.277
C: 0.253 0.310 0.108  -0.748
C: 0.495 0.070 -1.358  -0.162
C: -1.185 0.726 -0.001  -0.181
H: -1.163 -1.933 0.408  0.083
H: 1.502 -1.222 0.939  0.120
H: 0.121 -0.740 1.978  0.128
H: 0.965 2.542 0.014  -0.120
H: 1.431 -0.265 -1.798  0.129
H: -1.814 1.005 0.827  0.121
N: -0.535 0.295 -2.078  0.056
N: -1.609 0.709 -1.200  0.053
O: -0.230 -2.083 0.380  -0.023
S: 1.333 1.578 0.841  0.821

- SMILES: OCC1(S)C=NN=C1
- HOMO energy: -0.35797 hartree
- Gap between HOMO and LUMO: 9.7 eV

***

Version ii
Molecular formula: C4H6N2OS
Method: DFT, ωB97M-V with the def2-TZVPD basis set

Each line ends with the Löwdin charge.
CARTESIAN COORDINATES (ANGSTROEM)
C: 0.865 -0.369 1.006  -0.110
C: 1.110 0.534 -1.049  -0.086
C: -0.048 0.058 -0.084  -0.680
C: -2.688 -0.136 0.060  -0.427
H: 0.707 -1.339 1.409  0.100
H: 0.852 0.311 1.968  0.148
H: 2.698 0.484 0.261  0.030
H: 1.303 0.036 -1.916  0.073
H: 1.169 1.621 -1.277  0.118
H: -3.686 -0.179 0.623  0.108
N: 1.990 -0.064 0.027  0.002
N: -2.024 -1.213 -0.355  -0.019
O: -0.688 -0.980 -0.685  -0.157
S: -1.560 1.236 0.012  0.899

- SMILES: C1=NOC2(CNC2)S1
- HOMO energy: -0.32784 hartree
- Gap between HOMO and LUMO: 9.5 eV

***

Version iii
Molecular formula: C4H6N2OS
Method: DFT, ωB97M-V with the def2-TZVPD basis set

Each line ends with the Löwdin charge.
CARTESIAN COORDINATES (ANGSTROEM)
C: 0.425 2.193 0.429  -0.104
C: 0.893 0.863 0.554  -0.399
C: -0.200 0.133 0.300  -0.089
C: -1.152 -2.145 -0.326  -0.418
N: -0.864 2.227 0.260  0.051
N: 2.202 0.454 0.740  0.053
O: -1.258 0.911 0.213  -0.097
S: -1.337 -1.884 -1.948  0.795
H: 0.986 3.039 0.590  0.093
H: -0.176 -2.492 -0.094  -0.002
H: -1.781 -2.039 0.510  0.023
H: 2.145 -0.493 1.053  0.057
H: 2.604 0.416 -0.270  0.130
H: -2.487 -1.183 -2.012  -0.092

- HOMO energy (spin up / spin down): -0.31382 / -0.30340 hartree
- Gap between HOMO and LUMO (spin up / spin down): 7.8 / 7.3 eV

***

Version iv
Molecular formula: C4H6N2OS
Method: DFT, ωB97M-V with the def2-TZVPD basis set

Each line ends with the Löwdin charge.
CARTESIAN COORDINATES (ANGSTROEM)
C: 1.820 -1.391 -0.015  -0.577
C: -0.705 -1.007 -0.161  -0.504
C: -1.803 -0.162 0.409  0.000
C: 0.667 -0.651 0.308  -0.205
N: 2.437 1.000 -0.713  -0.248
N: 1.256 1.138 -0.723  0.106
O: -0.830 -1.858 -0.974  0.103
S: 3.204 -0.577 0.326  0.817
H: 1.698 -2.108 -0.786  0.055
H: -1.262 0.685 0.869  0.088
H: -2.370 -0.932 0.993  0.116
H: -2.307 0.039 -0.518  0.084
H: 0.747 -0.069 1.123  0.047
H: 3.057 1.817 -0.787  0.119

- HOMO energy: -0.31933 hartree
- Gap between HOMO and LUMO: 8.3 eV

***

Of them, version iii has the lowest stability.

***

Version i
Molecular formula: CH7N3O
Method: DFT, ωB97M-V with the def2-TZVPD basis set

Each line ends with the Löwdin charge.
CARTESIAN COORDINATES (ANGSTROEM)
C: -0.210 -0.077 0.058  -0.607
N: 0.703 0.645 -0.756  -0.120
N: -1.566 0.253 -0.048  0.083
N: 0.006 -1.466 -0.074  0.074
O: 1.931 0.707 -0.124  -0.158
H: 0.378 0.336 1.272  0.149
H: 0.362 1.588 -0.947  0.118
H: 1.587 0.683 0.948  0.116
H: -1.769 1.241 -0.083  0.082
H: -0.370 -1.989 0.704  0.086
H: -2.050 -0.269 -0.770  0.093
H: 0.997 -1.652 -0.181  0.086

- HOMO energy: -0.34043 hartree
- Gap between HOMO and LUMO: 10.3 eV

***

Version ii
Molecular formula: CH7N3O
Method: DFT, ωB97M-V with the def2-TZVPD basis set

Each line ends with the Löwdin charge.
CARTESIAN COORDINATES (ANGSTROEM)
N: 0.184 0.310 -1.950  0.106
C: 0.035 0.324 -0.560  -0.633
N: 1.164 0.658 0.133  0.114
N: -1.044 -0.016 0.031  0.094
H: -0.699 0.187 -2.430  0.088
H: 0.772 1.016 -2.362  0.082
H: 1.890 1.225 -0.283  0.092
H: 0.998 0.953 1.080  0.095
H: -1.773 -0.154 -0.662  0.038
H: -1.105 -1.066 2.400  0.015
H: 0.122 -1.605 1.986  -0.014
O: -0.545 -1.832 2.617  -0.079

- SMILES: N=C(N)N.O
- HOMO energy: -0.34704 hartree
- Gap between HOMO and LUMO: 10.0 eV

***

Of them, version i has the lowest stability.

***

Version i
Molecular formula: C3H7NO2S
Method: DFT, ωB97M-V with the def2-TZVPD basis set

Each line ends with the Löwdin charge.
CARTESIAN COORDINATES (ANGSTROEM)
C: 1.883 -1.377 0.115  -0.289
C: 2.445 -0.578 0.997  0.005
C: -0.390 1.385 -0.930  -0.173
N: -1.604 0.622 -0.880  -0.461
O: 1.405 -2.004 -0.737  0.142
O: -2.781 -0.694 1.127  -0.448
S: -1.624 -0.836 -0.109  0.864
H: 3.349 -0.106 0.847  0.030
H: -2.287 0.665 -1.620  0.069
H: 2.200 -0.699 2.040  0.061
H: 0.107 0.907 -1.792  0.089
H: 0.057 1.325 0.095  0.090
H: -0.475 2.381 -1.045  0.027
H: -2.285 -0.991 1.891  -0.006

- SMILES: C=C=O.CNSO
- HOMO energy: -0.31086 hartree
- Gap between HOMO and LUMO: 9.2 eV

***

Version ii
Molecular formula: C3H7NO2S
Method: DFT, ωB97M-V with the def2-TZVPD basis set

Each line ends with the Löwdin charge.
CARTESIAN COORDINATES (ANGSTROEM)
C: -2.164 0.151 -0.322  -0.554
C: -1.686 1.532 0.180  -0.040
C: 1.749 -1.015 -0.683  -0.226
N: 0.476 -0.325 -0.588  -0.409
O: -3.275 -0.128 -0.701  0.048
O: -1.374 -1.337 1.429  -0.381
S: -0.790 -1.133 -0.352  1.053
H: -2.608 2.066 0.538  0.110
H: -1.250 1.996 -0.681  0.068
H: -0.794 1.355 0.809  0.073
H: 1.690 -2.091 -0.578  0.052
H: 2.503 -0.764 0.058  0.061
H: 2.307 -0.673 -1.630  0.099
H: -2.160 -1.944 1.258  0.046

- HOMO energy: -0.33971 hartree
- Gap between HOMO and LUMO: 9.5 eV

***

Of them, version ii has the lowest stability.

***

Version i
Molecular formula: C3H7NO2S
Method: DFT, ωB97M-V with the def2-TZVPD basis set

Each line ends with the Löwdin charge.
CARTESIAN COORDINATES (ANGSTROEM)
C: -1.169 -1.428 -0.093  -0.218
C: -0.212 -0.766 0.943  -0.188
C: 0.676 0.220 0.238  -0.834
H: -2.908 -0.838 -0.607  0.088
H: -1.694 -2.239 0.402  0.123
H: -0.616 -1.801 -0.936  0.113
H: -0.839 -0.236 1.705  0.132
H: 0.488 -1.503 1.397  0.105
H: 0.695 1.955 -0.703  0.128
H: -1.678 1.131 -0.275  0.078
N: 0.201 1.430 -0.019  -0.050
O: -2.059 -0.458 -0.582  -0.056
O: -1.108 1.805 0.190  -0.026
S: 2.169 -0.338 -0.265  0.603

- SMILES: OCCC(=S)NO
- HOMO energy: -0.30374 hartree
- Gap between HOMO and LUMO: 8.6 eV

***

Version ii
Molecular formula: C3H7NO2S
Method: DFT, ωB97M-V with the def2-TZVPD basis set

Each line ends with the Löwdin charge.
CARTESIAN COORDINATES (ANGSTROEM)
C: -0.865 -0.359 -0.511  -0.835
C: 1.285 0.145 0.758  -0.017
C: -0.665 0.988 -0.761  -0.232
N: 1.875 -0.769 -0.005  0.053
O: -0.312 -1.327 -1.059  -0.138
O: -1.325 2.001 -0.169  -0.018
S: -2.041 -0.709 0.876  0.772
H: 0.677 -0.193 1.581  0.070
H: 1.642 1.163 0.782  0.094
H: -0.039 1.299 -1.583  0.131
H: -1.920 -2.025 0.754  -0.130
H: 1.181 -1.465 -0.387  0.086
H: 2.476 -0.398 -0.736  0.115
H: -1.971 1.649 0.460  0.050

- HOMO energy (spin up / spin down): -0.27711 / -0.27716 hartree
- Gap between HOMO and LUMO (spin up / spin down): 7.8 / 7.8 eV

***

Of them, version ii has the lowest stability.